1.
Density functional theory data (the ωB97M-V functional and the def2-TZVPD basis) for the molecule C2H6N2OS at a distorted geometry.

Geometry as XYZ:
```
12
Properties=species:S:1:pos:R:3:forces:R:3
H -0.05456 2.47921 -0.39529 0.6 0.5 0.1
N -0.72530 1.78094 -0.65368 0.3 -4.0 2.1
C -0.45294 0.64297 0.00921 -2.6 2.8 -2.1
C 0.68847 0.25115 0.79489 2.2 -1.6 0.8
S 1.96768 -0.24844 -0.49550 0.9 -1.6 1.3
N -1.50136 -0.33039 0.01327 0.2 0.5 -1.4
O -1.14268 -1.73077 -0.29413 0.2 2.2 -0.7
H 0.43264 -0.73702 1.21180 0.1 0.7 0.4
H 1.07272 0.94767 1.57737 -0.3 -0.4 -0.9
H 2.54686 -1.46991 0.12920 -1.2 2.3 -0.9
H -2.11914 0.08063 -0.71250 -0.1 -1.1 0.4
H -0.71240 -1.66604 -1.18464 -0.3 -0.2 0.9
```
Positions in Å, forces in eV/Å.

## Properties
**2S+1**: 1
**LUMO**: 0.32 eV
**SMILES string**: [H]/N=C(\CS)NO

Löwdin charges in e: 0.03, 0.13, -0.55, -0.47, 0.65, -0.02, -0.08, 0.07, 0.10, -0.06, 0.12, 0.10

2.
Density functional theory data (the ωB97M-V functional and the def2-TZVPD basis) for the molecule C2H6N2OS at a distorted geometry.

Geometry as XYZ:
```
12
Properties=species:S:1:pos:R:3:forces:R:3
N 1.88346 -1.14009 -0.26614 4.8 -1.2 0.3
N 0.66570 -0.73568 0.05006 -2.4 3.1 0.6
C 0.33889 0.61500 -0.09472 -1.5 -0.9 0.6
O 1.12793 1.52892 -0.22586 -0.1 -0.8 0.0
C -1.21735 0.90244 -0.00905 1.4 1.2 0.6
S -2.37282 -0.43425 -0.28787 0.0 0.3 -1.4
H 2.49492 -1.28893 0.58277 -1.0 0.3 -1.1
H 2.35941 -0.40997 -0.79716 -0.1 -0.2 0.0
H -0.03732 -1.39485 -0.17394 -0.9 -0.4 -0.2
H -1.42364 1.38013 0.98431 0.3 -0.5 -0.8
H -1.37315 1.72259 -0.71991 -0.1 -0.4 0.0
H -2.44603 -0.74531 0.95751 -0.2 -0.6 1.5
```
Positions in Å, forces in eV/Å.

## Properties
**2S+1**: 1
**LUMO**: 0.72 eV
**SMILES string**: NNC(=O)CS

Löwdin charges in e: -0.01, -0.09, -0.49, 0.05, -0.48, 0.75, 0.12, 0.09, 0.07, 0.09, 0.07, -0.17

3.
Density functional theory data (the ωB97M-V functional and the def2-TZVPD basis) for the molecule C2H6N2OS at a distorted geometry.

Geometry as XYZ:
```
12
Properties=species:S:1:pos:R:3:forces:R:3
H -0.99545 -1.58468 -1.51905 -0.2 -0.2 0.0
N -0.51654 -1.70047 -0.63504 1.3 1.6 0.5
C -0.02163 -0.56510 -0.24700 -1.1 -0.5 0.7
N 0.64590 -0.48339 0.98267 -1.8 1.0 -1.5
O 0.90628 -1.70409 1.50756 -0.5 -2.3 -0.8
S -0.29165 0.99186 -1.04743 0.0 0.1 -0.6
C -0.48350 2.18450 0.31965 1.2 -1.2 0.7
H 1.46381 0.05463 0.86770 1.3 0.7 0.1
H 0.48876 -2.26127 0.75346 0.7 0.0 1.4
H 0.50568 2.26368 0.81341 -0.6 0.4 -0.2
H -0.75715 3.13044 -0.14508 -0.3 -0.2 0.3
H -1.16438 1.73085 1.05871 -0.1 0.7 -0.4
```
Positions in Å, forces in eV/Å.

## Properties
**2S+1**: 1
**LUMO**: 0.64 eV
**SMILES string**: [H]/N=C(/NO)SC

Löwdin charges in e: 0.04, 0.07, -0.74, -0.11, -0.06, 0.87, -0.39, 0.11, 0.09, 0.03, 0.03, 0.05

4.
Density functional theory data (the ωB97M-V functional and the def2-TZVPD basis) for the ion C2H6N2P with charge +1 at a distorted geometry.

Geometry as XYZ:
```
11
Properties=species:S:1:pos:R:3:forces:R:3
C -0.82208 -0.29257 -0.57582 -1.1 0.1 -0.2
C 0.29267 -0.45465 1.52980 -0.8 -0.9 3.6
N 0.08504 0.53833 -1.15893 -2.8 -2.3 0.3
N -0.72236 -0.60879 0.72780 1.3 -0.2 -0.3
P 1.56555 1.02479 -0.64007 1.0 -0.2 1.5
H -1.73430 -0.70202 -1.10496 1.4 1.0 0.5
H 0.15229 -0.80978 2.64654 0.4 0.8 -2.6
H 1.16122 -0.00306 1.18604 1.3 0.4 0.0
H -0.38765 0.75733 -2.01743 0.8 0.7 -1.0
H -1.43330 -1.11441 1.17873 -1.7 -0.8 0.0
H 1.84291 1.66483 -1.77170 0.3 1.2 -1.8
```
Positions in Å, forces in eV/Å.

## Properties
**2S+1**: 1
**LUMO (spin up / spin down)**: -5.43 / -5.47 eV
**Total charge**: +1

Löwdin charges in e: -0.16, 0.07, -0.29, 0.01, 1.00, 0.18, 0.16, -0.09, 0.12, 0.15, -0.14

5.
Density functional theory data (the ωB97M-V functional and the def2-TZVPD basis) for a cluster of 2 separate species, C2H6N2P2 in total at a distorted geometry.

Geometry as XYZ:
```
12
Properties=species:S:1:pos:R:3:forces:R:3
N 0.10031 0.59905 -0.54915 -2.3 1.0 -0.4
P 1.32807 -0.47503 -0.15979 -1.4 -0.9 0.1
N 2.62818 0.58620 0.09238 -5.0 2.1 -1.4
P 0.87774 -2.36198 0.03303 0.9 1.2 0.0
H 0.09930 1.55858 -0.93658 0.8 -0.9 0.5
H -0.93623 0.30316 -0.49846 2.6 0.0 0.1
H 2.56484 1.38280 -0.56578 0.4 -0.6 0.8
H 3.47968 0.21238 0.18310 3.9 -1.8 0.3
C -3.38350 -0.74818 0.36767 -1.8 1.5 2.1
C -3.07256 -1.11582 -0.70929 0.7 -0.6 -0.7
H -3.93729 -0.30612 1.18538 0.7 -0.4 -0.2
H -2.65296 -1.59908 -1.52092 0.4 -0.5 -1.2
```
Positions in Å, forces in eV/Å.

## Properties
**2S+1**: 1
**LUMO**: 0.53 eV
**SMILES string**: NP(N)#P.C#C

Löwdin charges in e: -0.24, 0.13, -0.16, 0.17, 0.05, 0.03, 0.05, -0.03, -0.01, -0.03, 0.03, 0.01

6.
Density functional theory data (the ωB97M-V functional and the def2-TZVPD basis) for the molecule C2H6N2S at a distorted geometry.

Geometry as XYZ:
```
11
Properties=species:S:1:pos:R:3:forces:R:3
C -1.57637 -2.05008 -0.88998 -0.3 0.1 -1.7
N -0.97385 -0.78826 -0.39449 0.5 0.1 -0.7
C 0.19554 -0.88385 0.10264 -1.9 -0.4 0.4
N 0.86144 0.19390 0.71173 4.8 -1.7 1.8
S 0.74348 1.78403 0.18794 -1.8 1.2 1.7
H -1.20473 -2.87057 -0.25320 -0.8 0.0 0.0
H -1.16908 -2.38132 -1.95935 -1.0 1.1 1.9
H -2.75935 -1.92457 -0.96764 2.8 -0.5 0.4
H 0.54324 -1.92050 0.24994 1.0 0.6 0.2
H 1.99566 -0.09175 1.21854 -4.9 1.1 -2.2
H -0.22957 2.40832 1.20793 1.8 -1.4 -1.9
```
Positions in Å, forces in eV/Å.

## Properties
**2S+1**: 1
**LUMO**: 0.50 eV
**SMILES string**: C/N=C/NS

Löwdin charges in e: -0.17, -0.06, -0.38, -0.53, 0.63, 0.04, 0.10, 0.10, 0.12, 0.21, -0.06

Total energy values, unit a.u., following the record order: -662.642248, -662.716197, -662.670800, -530.313757, -871.894553, -587.396062.